No. 1
{
  "formula": "C29H33N6O3PS2W",
  "method": "wB97M-V/def2-TZVPD",
  "elements": ["W", "S", "C", "C", "C", "C", "C", "C", "S", "H", "H", "H", "H", "N", "C", "C", "C", "N", "C", "N", "O", "C", "O", "C", "C", "C", "C", "C", "C", "H", "H", "H", "H", "H", "O", "P", "N", "C", "C", "C", "C", "N", "C", "C", "C", "C", "N", "C", "C", "C", "C", "H", "H", "H", "H", "H", "H", "H", "H", "H", "H", "H", "H", "H", "H", "H", "H", "H", "H", "H", "H", "H", "H", "H", "H"],
  "coordinates": [[-1.89, -0.43, -0.32], [-3.00, -2.38, -0.25], [-4.75, -2.10, -0.46], [-5.65, -3.15, -0.40], [-7.00, -2.89, -0.56], [-7.44, -1.58, -0.78], [-6.52, -0.54, -0.85], [-5.17, -0.81, -0.69], [-3.94, 0.47, -0.74], [-5.30, -4.16, -0.22], [-7.72, -3.70, -0.51], [-8.49, -1.38, -0.91], [-6.85, 0.47, -1.02], [-2.02, -0.04, 1.72], [-2.13, 0.18, 2.86], [-2.25, 0.48, 4.19], [-1.71, 1.70, 4.64], [-1.25, 2.70, 4.98], [-2.87, -0.44, 5.07], [-3.37, -1.18, 5.80], [-0.54, 0.38, -4.04], [-0.50, -0.49, -3.20], [-1.18, -0.38, -2.06], [0.34, -1.72, -3.33], [0.24, -2.78, -2.43], [1.08, -3.88, -2.56], [2.04, -3.90, -3.57], [2.14, -2.84, -4.47], [1.29, -1.76, -4.35], [-0.49, -2.76, -1.64], [1.00, -4.70, -1.87], [2.70, -4.75, -3.67], [2.87, -2.87, -5.26], [1.34, -0.92, -5.04], [0.24, -0.50, 0.22], [1.18, 0.62, 0.62], [1.08, 0.99, 2.20], [1.32, -0.10, 3.17], [1.66, 0.62, 4.48], [2.27, 1.94, 4.01], [1.42, 2.30, 2.80], [2.69, 0.13, 0.22], [3.87, 0.95, 0.53], [5.01, 0.21, -0.17], [4.33, -0.43, -1.37], [3.00, -0.90, -0.79], [0.86, 2.05, -0.16], [-0.49, 2.60, -0.04], [-0.55, 3.69, -1.10], [0.37, 3.19, -2.22], [1.26, 2.11, -1.59], [2.15, -0.73, 2.83], [0.43, -0.73, 3.26], [2.34, 0.03, 5.09], [0.76, 0.81, 5.05], [3.31, 1.79, 3.71], [2.24, 2.71, 4.78], [1.93, 2.94, 2.08], [0.51, 2.80, 3.13], [4.01, 1.03, 1.61], [3.75, 1.97, 0.13], [5.41, -0.56, 0.49], [5.83, 0.88, -0.43], [4.90, -1.25, -1.80], [4.15, 0.32, -2.15], [3.10, -1.87, -0.30], [2.21, -0.98, -1.53], [-0.67, 2.96, 0.98], [-1.28, 1.85, -0.26], [-0.19, 4.63, -0.68], [-1.57, 3.85, -1.44], [0.97, 4.01, -2.62], [-0.21, 2.77, -3.04], [2.32, 2.34, -1.66], [1.09, 1.15, -2.09]],
  "relative_energy_kcal_mol": 1.58,
  "gap_ev": [6.853, 6.852],
  "lumo_ev": [-1.05, -1.05],
  "multiplicity": 1
}

***

No. 2
{
  "formula": "C29H33NO5",
  "method": "wB97M-V/def2-TZVPD",
  "elements": ["C", "O", "C", "C", "C", "O", "C", "C", "C", "C", "C", "C", "C", "C", "C", "C", "C", "C", "C", "C", "C", "C", "O", "C", "C", "C", "N", "C", "C", "C", "C", "C", "C", "O", "O", "H", "H", "H", "H", "H", "H", "H", "H", "H", "H", "H", "H", "H", "H", "H", "H", "H", "H", "H", "H", "H", "H", "H", "H", "H", "H", "H", "H", "H", "H", "H", "H", "H"],
  "coordinates": [[-5.20, 0.38, 0.37], [-4.22, -0.38, -0.30], [-3.04, -0.62, 0.34], [-2.75, -0.19, 1.62], [-1.51, -0.48, 2.17], [-1.18, 0.00, 3.42], [-0.64, 1.33, 3.36], [0.54, 1.40, 2.42], [0.35, 1.91, 1.15], [1.37, 1.90, 0.22], [2.59, 1.34, 0.57], [2.79, 0.80, 1.83], [4.10, 0.18, 2.11], [5.26, 0.95, 2.04], [6.50, 0.37, 2.26], [6.60, -0.98, 2.55], [5.45, -1.75, 2.61], [4.21, -1.18, 2.40], [1.76, 0.84, 2.78], [1.96, 0.31, 4.17], [-0.57, -1.21, 1.46], [-0.85, -1.63, 0.16], [0.04, -2.29, -0.63], [1.34, -2.52, -0.12], [-2.09, -1.33, -0.41], [-2.41, -1.72, -1.83], [-2.50, -0.52, -2.66], [-3.11, -0.77, -3.96], [-3.10, 0.51, -4.78], [-1.66, 0.92, -5.14], [-0.66, 0.32, -4.14], [-1.26, 0.25, -2.74], [-1.53, 1.67, -2.19], [-0.72, 2.55, -2.24], [-2.73, 1.80, -1.65], [-4.85, 1.39, 0.59], [-6.05, 0.44, -0.32], [-5.53, -0.11, 1.29], [-3.45, 0.39, 2.20], [-0.38, 1.57, 4.39], [-1.43, 2.02, 3.02], [-0.61, 2.33, 0.87], [1.21, 2.30, -0.76], [3.39, 1.29, -0.15], [5.18, 2.00, 1.82], [7.39, 0.98, 2.21], [7.57, -1.43, 2.73], [5.53, -2.81, 2.83], [3.32, -1.79, 2.44], [1.83, 1.11, 4.90], [1.22, -0.46, 4.40], [2.96, -0.11, 4.30], [0.38, -1.42, 1.92], [1.88, -3.01, -0.93], [1.31, -3.18, 0.75], [1.84, -1.58, 0.13], [-1.66, -2.43, -2.20], [-3.40, -2.19, -1.86], [-4.14, -1.09, -3.77], [-2.60, -1.58, -4.51], [-3.68, 0.36, -5.69], [-3.58, 1.30, -4.20], [-1.58, 2.01, -5.12], [-1.41, 0.58, -6.14], [-0.37, -0.69, -4.45], [0.24, 0.93, -4.10], [-0.51, -0.19, -2.06], [-3.19, 0.92, -1.76]],
  "relative_energy_kcal_mol": 0.63,
  "smiles": "COc1cc(OCc2cccc(-c3ccccc3)c2C)cc(OC)c1CN1CCCC[C@H]1C(=O)O",
  "gap_ev": 9.267,
  "lumo_ev": 0.70,
  "multiplicity": 1
}